{"formula": "CH5BrO", "method": "wB97M-V/def2-TZVPD", "symbols": ["C", "Br", "H", "H", "H", "O", "H", "H"], "positions_angstrom": [[1.338733, 0.772492, 1.493319], [-0.459166, 1.492882, 1.942059], [1.406863, -0.322187, 1.376469], [2.126663, 1.101482, 2.191569], [1.519293, 1.242952, 0.512159], [-1.927646, -1.822227, -2.568299], [-1.251036, -1.111137, -2.637610], [-2.753706, -1.354257, -2.309669]], "forces_ev_per_a": [[0.4, 0.4, -0.8], [0.9, -0.7, 0.1], [-0.7, 0.5, 0.3], [-0.8, 0.0, -0.1], [0.1, -0.3, 0.5], [-0.1, 1.2, 0.2], [-0.8, -0.7, 0.1], [0.9, -0.5, -0.3]], "nbo_charge": [-0.63, -0.03, 0.22, 0.22, 0.22, -0.94, 0.47, 0.47], "homo_lumo_gap_ha": 0.40377, "e_homo_ev": -10.3, "lumo_ev": 0.655, "total_energy_ha": -2690.33535, "smiles": "CBr.O", "relative_energy_kcal_mol": 5.1}